This record from the Open Molecules 2025 dataset describes the ion C27H46N11O6 with charge +1. The level of theory is ωB97M-V/def2-TZVPD.

As for the calculated total energy: -57415.367 eV. As for the total charge: +1.

Each line ends with the natural charge from an NBO analysis.
Geometry (Å):
C1 -4.2691 -2.9336 0.0446  -0.18
C2 -4.8242 -1.8875 0.2189  -0.07
C3 -5.4530 -0.6150 0.5368  -0.15
O1 -5.0216 -0.0940 1.7926  -0.55
C4 -5.4250 -0.8701 2.9105  -0.09
C5 -4.4849 -0.5724 4.0701  -0.09
O2 -3.2282 -1.1475 3.7660  -0.57
C6 -2.2323 -0.8421 4.7211  -0.09
C7 -0.9714 -1.6159 4.3602  -0.08
O3 -0.4206 -1.0932 3.1611  -0.58
C8 0.6188 -1.8881 2.6077  -0.09
C9 0.0819 -3.1159 1.8452  -0.25
N1 -0.9829 -2.7130 0.9580  -0.58
C10 -0.7264 -2.1262 -0.2288  0.63
N2 -1.6348 -1.2291 -0.6545  -0.65
C11 -1.4020 -0.7146 -1.8676  0.77
O4 -2.3479 0.0848 -2.3116  -0.47
C12 -2.1247 0.7068 -3.5709  -0.26
N3 -0.3201 -0.9441 -2.5791  -0.63
C13 0.5465 -1.8238 -2.0523  0.64
N4 1.6493 -2.1058 -2.7657  -0.39
C14 2.6564 -2.9815 -2.2144  -0.24
C15 3.6210 -2.1540 -1.3309  -0.24
N5 3.4358 -0.7450 -1.6378  -0.42
C16 2.8188 0.0156 -0.7129  0.70
O5 2.5722 -0.3983 0.4096  -0.67
C17 2.4872 1.4768 -1.0488  -0.19
C18 3.4219 2.3944 -0.2437  -0.39
C19 4.7823 2.5952 -0.9153  -0.41
C20 4.8069 3.6622 -2.0206  -0.41
C21 4.6344 3.1591 -3.4545  -0.21
N6 3.2681 2.7149 -3.7329  -0.86
N7 1.1125 1.6947 -0.6825  -0.14
C22 0.5014 1.4832 0.4995  -0.09
C23 -0.8224 1.7943 0.2530  0.08
C24 -2.0281 1.6816 1.1191  -0.12
N8 -2.3112 0.2540 1.4054  -0.80
C25 -1.8641 2.4321 2.4491  -0.06
O6 -2.9972 2.2914 3.2661  -0.72
N9 -0.9185 2.1838 -1.0352  -0.26
N10 0.2354 2.1170 -1.5805  -0.06
C26 3.4575 -0.5091 -3.0658  -0.25
C27 2.1773 -1.1286 -3.6905  -0.24
N11 0.3593 -2.4685 -0.8995  -0.61
H1 -3.8074 -3.8525 -0.1642  0.24
H2 -6.5453 -0.7310 0.5307  0.22
H3 -5.1671 0.1328 -0.2096  0.23
H4 -6.4558 -0.6185 3.1869  0.19
H5 -5.3633 -1.9364 2.6648  0.20
H6 -4.3769 0.5122 4.2010  0.20
H7 -4.8903 -1.0051 4.9938  0.19
H8 -2.5592 -1.1460 5.7242  0.19
H9 -2.0384 0.2388 4.7299  0.19
H10 -1.2356 -2.6711 4.2325  0.18
H11 -0.2387 -1.5275 5.1724  0.19
H12 1.1473 -1.2400 1.9054  0.23
H13 1.3160 -2.2038 3.3909  0.19
H14 0.8876 -3.5418 1.2490  0.24
H15 -0.3053 -3.8750 2.5270  0.21
H16 -1.8316 -2.4021 1.4117  0.40
H17 -1.3170 1.4348 -3.4827  0.21
H18 -1.8701 -0.0383 -4.3255  0.20
H19 -3.0583 1.2042 -3.8200  0.20
H20 2.1626 -3.7551 -1.6299  0.25
H21 3.1869 -3.4395 -3.0521  0.21
H22 4.6615 -2.4286 -1.5204  0.21
H23 3.3975 -2.2920 -0.2731  0.25
H24 2.5566 1.7286 -2.1104  0.30
H25 3.5674 1.9595 0.7478  0.23
H26 2.9362 3.3644 -0.1146  0.21
H27 5.1432 1.6431 -1.3067  0.20
H28 5.4793 2.9085 -0.1365  0.22
H29 4.0456 4.4180 -1.8164  0.20
H30 5.7752 4.1635 -1.9851  0.22
H31 5.3013 2.3091 -3.6289  0.18
H32 4.9454 3.9678 -4.1322  0.18
H33 2.6231 3.4840 -3.5692  0.37
H34 3.1848 2.4711 -4.7155  0.37
H35 1.0189 1.1373 1.3666  0.26
H36 -2.8754 2.0869 0.5553  0.23
H37 -3.2840 0.1342 1.7645  0.46
H38 -2.1967 -0.3492 0.5046  0.46
H39 -1.6533 -0.1209 2.1135  0.45
H40 -1.6350 3.4855 2.2517  0.19
H41 -1.0323 1.9962 3.0097  0.19
H42 -3.7234 2.8135 2.9063  0.48
H43 4.3494 -1.0075 -3.4547  0.21
H44 3.5227 0.5506 -3.3004  0.25
H45 1.4067 -0.3741 -3.8486  0.25
H46 2.4106 -1.6131 -4.6422  0.21

Cartesian forces (eV/Å) of the 6 atoms listed first:
-0.4 0.5 0.0
0.2 -0.3 0.2
-0.2 0.3 -0.1
0.0 0.1 -0.1
0.1 -0.2 0.6
-0.4 0.0 -0.2

This record from the Open Molecules 2025 dataset describes the ion C7H11N2 with charge +1. The level of theory is ωB97M-V/def2-TZVPD.

As for the calculated total energy: -10404.328 eV. As for the total charge: +1. Its spin multiplicity is 3. As for the expectation value of S²: 2.01.

Each line ends with the Löwdin spin population.
Geometry (Å):
C1 -1.4617 -1.1172 -0.3256  0.00
C2 -2.6756 -0.7006 -0.0494  0.02
C3 -1.3707 1.1171 0.1832  0.78
C4 1.0664 1.3967 -0.7365  0.70
C5 0.7311 0.2047 0.0227  0.10
C6 1.6400 -0.6082 -0.7874  0.08
C7 1.1883 0.1104 1.4487  0.01
N1 -0.6425 -0.0299 -0.1051  0.08
N2 -2.5705 0.6588 0.2671  0.09
H1 -0.9585 -2.1488 -0.4236  0.00
H2 -3.6332 -1.1127 -0.0507  0.00
H3 0.8071 1.5102 -1.6696  0.05
H4 1.9769 1.8887 -0.4182  0.03
H5 1.7433 -1.5502 -0.3269  0.02
H6 2.5544 -0.0518 -0.8407  0.01
H7 1.3008 -0.8362 -1.8597  0.00
H8 0.6431 -0.7106 1.8147  0.00
H9 0.8848 0.8660 2.0327  0.00
H10 2.2435 -0.0826 1.5054  0.00
H11 -3.4670 1.1962 0.3189  0.01

Cartesian forces (eV/Å) of the 6 atoms listed first:
3.6 -2.2 0.6
-1.0 1.7 0.3
0.7 -4.4 -0.8
1.7 2.7 5.1
2.3 0.8 -0.8
-0.3 -2.7 -2.9

This record from the Open Molecules 2025 dataset describes the molecule C6H6OS. The level of theory is ωB97M-V/def2-TZVPD.

As for the calculated total energy: -19199.582 eV.

Each line ends with the natural charge from an NBO analysis.
Geometry (Å):
C1 -2.0130 0.7845 0.8939  0.11
C2 -0.6320 0.6005 0.8859  -0.31
C3 -0.3225 0.0185 -0.3676  -0.16
C4 1.0379 -0.4033 -0.7424  -0.19
C5 2.0970 -0.8664 0.2290  -0.51
S1 2.3943 0.9154 -0.0024  0.01
C6 -1.5088 -0.0301 -1.1021  0.07
O1 -2.4869 0.4901 -0.2774  -0.40
H1 -2.7753 1.4159 1.3880  0.21
H2 -0.0510 0.6589 1.8525  0.24
H3 1.1497 -0.7368 -1.8140  0.24
H4 1.8550 -1.0937 1.2777  0.22
H5 2.9681 -1.4760 -0.0561  0.24
H6 -1.7126 -0.2776 -2.1649  0.22

Cartesian forces (eV/Å) of the 6 atoms listed first:
1.5 1.7 0.7
-1.6 -0.3 2.9
-0.4 -0.4 -0.3
1.8 0.4 -0.3
-0.1 0.1 0.8
-1.0 -1.0 -1.4